Entry 1:
The following is a quantum chemistry calculation of a structure of composition C29H41BrF4MgN6O, from the OMol25 dataset.

LUMO level ... 0.20 eV
HOMO ... -7.1 eV
2S+1 ... 1
F_max ... 0.532 eV Å⁻¹
Relative energy (zero: lowest compared OMol25 entry of this formula, charge and spin) ... 0.000 eV
Calculated total energy ... -128086.3913 eV
Kohn-Sham gap ... 7.28 eV

Each line ends with the Löwdin charge.
Cartesian coordinates (Å):
Mg -0.24433 1.57739 -0.12889  0.490
C 2.60909 1.82560 -0.97829  -0.067
N 1.66567 2.62872 -0.18045  -0.310
C 2.29514 2.97298 1.10147  -0.084
C 1.30154 3.87274 -0.91172  -0.182
C 0.44162 3.59647 -2.14805  -0.222
N -0.62672 2.70166 -1.73713  -0.040
C -1.49834 2.17221 -2.62011  -0.192
C -2.44216 1.24297 -2.12285  -0.133
F -2.40009 0.97678 -0.76700  0.020
C -3.36384 0.58270 -2.88789  -0.235
F -4.19845 -0.28757 -2.29205  0.084
C -3.44416 0.80202 -4.25184  0.047
C -2.55137 1.71763 -4.77256  -0.223
F -2.57738 1.98898 -6.08888  0.085
C -1.61696 2.38385 -4.00416  -0.142
F -0.79575 3.26508 -4.62059  0.072
H 3.52506 2.40073 -1.16161  0.099
H 2.16231 1.54319 -1.92794  0.080
H 2.85487 0.91094 -0.44043  0.096
H 3.21775 3.54474 0.94292  0.094
H 2.53799 2.05662 1.63894  0.085
H 1.60889 3.57176 1.70182  0.070
H 2.21635 4.41077 -1.19026  0.125
H 0.74604 4.49968 -0.20777  0.112
H 1.05967 3.18955 -2.95588  0.111
H 0.08242 4.56745 -2.50483  0.120
H -4.16304 0.29116 -4.87344  0.129
C 4.17684 -4.83625 0.78330  -0.049
C 2.72083 -4.82673 1.26714  -0.562
C 2.72201 -4.90217 2.79242  -0.073
C 2.00528 -6.06814 0.71773  -0.048
C 2.01606 -3.56626 0.76386  -0.179
C 1.41806 -2.64096 1.60708  -0.086
C 0.81363 -1.53171 1.05019  -0.525
Br -0.01465 -0.24602 2.21011  0.826
C 0.74989 -1.23929 -0.32623  -0.389
O 0.23556 -0.12173 -0.75044  -0.210
C 1.29814 -2.22612 -1.18876  -0.071
C 1.92560 -3.32086 -0.60667  0.000
C 1.25742 -2.17705 -2.73254  -0.520
C 0.36131 -1.10409 -3.36898  -0.052
C 0.74042 -3.52438 -3.25867  -0.053
C 2.68699 -1.96468 -3.24825  -0.042
H 4.69017 -5.73393 1.13796  0.083
H 4.71549 -3.96211 1.15557  0.090
H 4.23621 -4.82607 -0.30617  0.076
H 3.25421 -5.79963 3.11463  0.084
H 1.70920 -4.95462 3.19862  0.086
H 3.22406 -4.04064 3.23866  0.086
H 2.48275 -6.98110 1.08365  0.083
H 2.03371 -6.09150 -0.37300  0.076
H 0.95727 -6.08207 1.02409  0.090
H 1.41921 -2.76424 2.68052  0.092
H 2.36776 -4.05093 -1.27622  0.097
H -0.66946 -1.16522 -3.02373  0.086
H 0.37193 -1.26443 -4.45186  0.087
H 0.70518 -0.09189 -3.17326  0.069
H -0.29830 -3.68105 -2.96024  0.094
H 1.32460 -4.37072 -2.89485  0.068
H 0.78563 -3.52989 -4.35034  0.085
H 3.10223 -1.02996 -2.86255  0.082
H 2.69004 -1.91361 -4.34056  0.085
H 3.35234 -2.77659 -2.94595  0.079
C -4.25310 1.38724 4.40728  -0.069
C -4.33636 2.89952 4.58783  -0.415
C -3.27654 3.40312 5.56038  -0.074
C -4.28782 3.63240 3.25163  -0.098
N -3.01658 3.44354 2.54095  -0.083
C -2.64816 2.48175 1.70923  -0.122
N -1.39980 2.69223 1.36556  -0.010
N -1.01521 3.82566 2.00447  0.025
N -1.98082 4.28398 2.70641  0.086
H -4.39691 0.87736 5.35990  0.084
H -3.26979 1.08704 4.03451  0.073
H -5.00944 1.01282 3.71353  0.083
H -5.32347 3.14463 4.99346  0.139
H -2.27105 3.15737 5.21118  0.075
H -3.40881 2.93600 6.53673  0.082
H -3.32413 4.48515 5.69211  0.082
H -4.40889 4.70639 3.37215  0.130
H -5.06825 3.27122 2.58199  0.132
H -3.27431 1.67242 1.37393  0.148

Entry 2:
The following is a quantum chemistry calculation of a structure of composition C29H41F5IrP2, from the OMol25 dataset.

LUMO level (alpha / beta) ... -2.29 / -4.25 eV
⟨S²⟩ ... 6.03
HOMO (alpha / beta) ... -8.8 / -10.2 eV
2S+1 ... 5
F_max ... 4.179 eV Å⁻¹
Calculated total energy ... -65727.7376 eV
Kohn-Sham gap (alpha / beta) ... 6.54 / 5.94 eV
Total charge ... +1

Each line ends with the Löwdin spin population.
Cartesian coordinates (Å):
Ir -0.38907 -2.46103 0.02348  1.121
C -1.00368 0.01441 -1.43808  0.341
C -1.69804 -0.90466 -0.52839  0.136
C -0.13739 0.39300 0.66280  0.343
C -0.03445 0.72558 -0.69608  0.089
C -1.12077 -0.66662 0.82373  0.192
C -1.41400 0.24738 -2.82942  0.060
H -1.59443 -0.70140 -3.37572  0.011
H -0.64833 0.80444 -3.37798  0.002
H -2.35941 0.81782 -2.88912  0.023
C 0.90272 1.74679 -1.12758  0.420
H 0.93838 1.89543 -2.20222  0.015
H 2.16869 1.41024 -0.74730  0.079
H 0.76729 2.69929 -0.59320  0.013
C 0.41641 1.23294 1.73504  0.058
H -0.05317 2.23361 1.70908  0.023
H 1.49593 1.40129 1.60925  0.012
H 0.23225 0.79451 2.72199  0.000
C -1.85458 -0.87443 2.10341  0.048
H -2.58823 -0.07488 2.23241  0.015
H -1.15653 -0.85091 2.94588  0.001
H -2.37241 -1.83394 2.10157  0.006
C -3.14847 -1.23441 -0.70305  0.028
H -3.77209 -0.32496 -0.71777  0.007
H -3.50456 -1.86988 0.11324  0.001
H -3.31581 -1.75990 -1.64806  0.002
C 0.50766 -3.22970 -1.48682  0.153
C -0.46038 -3.57592 -2.63632  0.053
C -1.82606 -4.15207 -2.23410  0.010
C -1.94736 -4.80017 -0.84409  0.027
C -1.31093 -4.10193 0.36811  0.069
C -0.20234 -4.95299 0.99310  0.033
C 0.86897 -5.44523 -0.00410  0.003
C 1.37878 -4.43288 -1.06732  0.049
H -2.08097 -4.93798 -2.96788  0.000
H -1.57545 -5.83157 -0.88866  0.004
H -2.62869 -3.39761 -2.34609  0.002
H 1.59293 -5.02468 -1.97562  0.010
H 1.20958 -2.44572 -1.82239  0.007
H 0.05708 -4.32087 -3.27071  0.012
H 2.35648 -4.03050 -0.75927  0.000
H 1.74264 -5.79769 0.56721  0.000
H -0.68846 -5.81442 1.48043  0.004
H 0.49659 -6.35053 -0.51536  0.000
H -3.01288 -4.90171 -0.59284  0.001
H -2.09822 -3.94564 1.13088  0.015
P -0.62942 -2.51768 -4.36988  0.005
C 1.10004 -1.97072 -4.56110  0.000
C -0.74973 -3.67708 -5.79361  0.003
P 0.63472 -4.22518 2.49366  0.036
C 1.00457 -2.66999 1.62967  0.152
C -0.63011 -3.98613 3.72066  0.003
C 2.04672 -5.09938 3.10310  0.012
H 1.48884 -1.60462 -3.60493  0.000
H 1.11891 -1.13328 -5.27100  0.000
H 1.73565 -2.78854 -4.92194  0.000
H -1.76125 -4.10359 -5.81896  0.000
H -0.00303 -4.48589 -5.71477  0.000
H -0.61065 -3.10776 -6.72540  0.000
H 1.98183 -6.16994 2.85061  0.002
H 2.06872 -4.98713 4.19867  0.000
H 2.97173 -4.67610 2.68049  0.001
H 1.00551 -1.82613 2.34079  0.010
H 2.00088 -2.73113 1.17096  0.011
H -0.14259 -3.58297 4.62124  0.000
H -1.10449 -4.95707 3.93640  0.000
H -1.38609 -3.27638 3.36494  0.000
F 3.44860 3.66146 0.00070  0.002
C 4.01397 2.42537 0.09534  0.018
C 3.30279 1.31613 -0.31364  0.203
C 3.97013 0.11003 -0.24970  0.023
F 3.31259 -1.04384 -0.58936  0.004
C 5.30829 -0.00495 0.15424  0.008
F 5.93526 -1.19697 0.13478  0.005
C 5.99254 1.13395 0.57650  -0.007
F 7.26657 1.05880 1.01603  -0.002
C 5.33510 2.35940 0.57393  0.007
F 5.94564 3.47339 1.02523  0.004

Entry 3:
The following is a quantum chemistry calculation of a structure of composition C29H41N5O9S2SiV, from the OMol25 dataset.

LUMO level (alpha / beta) ... -7.36 / -6.87 eV
⟨S²⟩ ... 0.81
HOMO (alpha / beta) ... -13.5 / -13.5 eV
2S+1 ... 2
F_max ... 0.618 eV Å⁻¹
Relative energy (zero: lowest compared OMol25 entry of this formula, charge and spin) ... 6.151 eV
Calculated total energy ... -111839.5247 eV
Kohn-Sham gap (alpha / beta) ... 6.13 / 6.62 eV
Total charge ... +2

Each line ends with the Löwdin spin population.
Cartesian coordinates (Å):
V 0.71125 0.57452 0.00729  1.143
O 1.43914 -0.41476 -3.84501  0.000
C 1.85824 0.01464 -2.66809  0.007
O 0.93675 0.55460 -1.86303  0.019
C 3.14515 -0.07294 -2.24645  -0.002
C 4.42643 -0.52673 -2.79981  0.001
C 5.27780 -1.19404 -2.01046  0.001
C 4.81108 -1.31678 0.54227  0.001
C 3.84384 -0.58279 1.08407  0.000
N 2.78715 -0.19140 0.20448  0.003
C 3.55517 -0.34323 2.53963  0.001
O 4.57237 -0.33426 3.39126  0.000
O 2.41270 -0.23889 2.88150  0.003
H 0.50440 -0.19143 -3.96933  0.000
H 4.73900 -0.21054 -3.78819  0.000
H 6.30840 -1.41226 -2.25298  0.000
H 5.65467 -1.68578 1.11671  0.000
H 5.42361 -0.17458 2.96008  0.000
N 6.20849 2.93505 5.15757  0.000
C 5.43521 2.84374 4.05800  0.000
C 4.02959 2.87455 4.17000  0.000
C 3.23553 2.78100 3.05786  0.000
C 3.83598 2.62759 1.80100  0.000
C 5.22961 2.61117 1.66009  0.000
C 6.01992 2.69927 2.78097  0.000
S 2.89331 2.75791 0.37794  0.003
O 1.50881 2.19354 0.66902  0.000
O 2.84237 4.06710 -0.15358  -0.001
N 3.53950 1.79422 -0.80750  0.004
C 3.22592 0.56186 -0.93239  0.001
N 1.70633 -1.09563 0.08427  -0.015
C 1.78640 -2.39409 -0.04919  0.005
C 2.81390 -3.27190 -0.43167  0.004
C 3.98833 -2.90341 -1.04600  0.014
N 4.72460 -1.80099 -0.80796  0.010
H 5.79977 3.12117 6.05663  0.000
H 7.20597 3.02884 5.08164  0.000
H 3.57521 2.98002 5.14623  0.000
H 2.15900 2.81260 3.15267  0.000
H 5.68482 2.55184 0.67873  0.000
H 7.09804 2.70252 2.68199  0.000
H 0.80959 -2.85411 0.06615  0.000
H 2.48300 -4.28863 -0.58692  0.000
H 4.36752 -3.52112 -1.85652  0.001
C -4.45311 1.48939 2.21465  -0.001
C -5.11101 0.20731 1.73513  0.000
C -6.29658 0.48090 0.82721  0.000
C -5.48496 -0.69942 2.89027  0.000
O -4.10843 -0.55647 0.96267  -0.002
Si -3.31841 -0.28928 -0.38270  -0.005
S -1.21561 0.25280 0.62043  -0.180
O -3.65206 1.06006 -1.15304  -0.005
C -3.51176 1.50945 -2.54258  0.000
C -4.47149 0.70018 -3.39727  0.000
C -3.88402 2.98012 -2.52049  0.000
C -2.06773 1.31311 -2.97643  0.000
O -3.01801 -1.54135 -1.31099  -0.001
C -2.68225 -2.95423 -1.17215  0.000
C -3.89213 -3.73617 -1.65142  0.000
C -2.35365 -3.27399 0.27672  -0.002
C -1.48647 -3.16563 -2.08522  0.000
H -5.15411 2.05998 2.82328  0.000
H -4.15625 2.11284 1.36920  0.000
H -3.57760 1.26261 2.82455  0.000
H -7.07861 0.98466 1.39548  0.000
H -6.70569 -0.45324 0.44055  0.000
H -6.01412 1.12349 -0.00768  0.000
H -6.22048 -0.20455 3.52386  0.000
H -4.60810 -0.93216 3.49390  0.000
H -5.91787 -1.62899 2.52130  0.000
H -5.49118 0.81333 -3.02877  0.000
H -4.20608 -0.35751 -3.38877  0.000
H -4.44010 1.05612 -4.42708  0.000
H -4.90795 3.10575 -2.17020  0.000
H -3.80944 3.39854 -3.52417  0.000
H -3.21761 3.53552 -1.86054  0.000
H -1.79685 0.25350 -2.94416  0.000
H -1.39326 1.87941 -2.33535  0.000
H -1.95538 1.67362 -4.00093  0.000
H -4.75110 -3.53975 -1.00946  0.000
H -3.68140 -4.80537 -1.62572  0.000
H -4.14671 -3.45698 -2.67341  0.000
H -3.20543 -3.07056 0.92476  0.000
H -1.50186 -2.68423 0.62790  -0.002
H -2.09895 -4.32997 0.36867  0.000
H -1.75074 -2.93346 -3.11695  0.000
H -1.15119 -4.20220 -2.03953  0.000
H -0.66814 -2.50465 -1.78851  0.000